# 1
A 2-piece molecular cluster, C4H16Si3 overall. Source: the OMol25 dataset; level of theory: ωB97M-V with the def2-TZVPD basis set.

Geometry as XYZ:
```
23
Properties=species:S:1:pos:R:3:forces:R:3:mulliken_charge:R:1
C 2.424204 -3.621326 1.105018 -0.27 -1.62 -1.54 -1.108
C 0.200829 1.745621 -1.526130 1.91 1.03 -0.91 -1.150
C -0.508515 3.614428 0.922158 0.99 -0.30 0.75 -0.983
C -1.668387 0.699209 0.523468 0.78 0.87 2.03 -0.491
Si 1.011157 -2.374300 0.924537 1.51 0.77 2.56 0.323
Si -1.136178 2.254724 -0.297009 -0.01 0.29 -1.54 0.450
Si -0.056695 -2.967625 -0.910037 -1.38 -0.95 -2.11 0.052
H 2.676357 -3.619831 2.136352 -0.34 -0.89 1.29 0.339
H 2.410786 -4.645035 0.581815 -0.26 1.35 1.27 0.295
H 3.322186 -3.166948 0.772253 0.78 0.75 -1.12 0.366
H 0.559526 2.480567 -2.292720 -0.51 0.37 0.96 0.341
H 1.157961 1.492124 -1.036039 -0.35 -0.12 0.14 0.342
H 0.047144 0.968427 -2.265231 -0.82 -0.84 0.44 0.375
H 0.608404 3.410498 1.090565 -1.16 0.68 -1.01 0.287
H -0.734952 4.659466 0.561945 0.58 -1.11 0.47 0.260
H -0.761326 3.518352 2.017751 -0.75 0.06 -1.24 0.331
H -2.604967 0.363417 0.168929 -0.85 -0.64 -0.51 0.369
H -0.866992 -0.039086 0.461028 -0.24 -0.16 0.15 -0.292
H -1.818463 1.020394 1.586121 0.12 -0.77 -0.54 0.293
H -0.029650 -2.741173 2.044278 0.83 0.62 -0.87 -0.065
H 1.911769 -1.168872 1.302088 -1.09 -0.31 -0.24 -0.097
H -2.276614 2.547828 -1.273075 0.33 0.58 0.80 -0.175
H 0.684546 -2.696837 -2.237641 0.22 0.34 0.78 -0.063
```
Positions in Å, forces in eV/Å.

Properties
orbital gap	6.68	eV


# 2
C34H27F3O4S as an isolated structure. Source: the OMol25 dataset; level of theory: ωB97M-V with the def2-TZVPD basis set.

Geometry as XYZ:
```
69
Properties=species:S:1:pos:R:3:forces:R:3:mulliken_charge:R:1
C 0.719630 -1.748320 -6.275486 -0.07 0.77 0.40 -0.831
O 0.239401 -0.447303 -5.839990 0.36 -0.33 -0.29 -0.444
C 0.506105 -0.017902 -4.579253 -0.22 -0.29 0.90 0.915
C -0.138473 1.178124 -4.147121 0.54 -1.17 -1.71 -0.523
C -0.167441 1.480778 -2.823599 -0.11 -0.12 1.32 -0.618
C 0.368228 0.606174 -1.827173 -0.16 0.14 -1.42 0.268
C -0.069042 0.798052 -0.426033 -0.82 2.98 0.65 -0.439
C 0.886772 0.296616 0.614336 -0.24 -0.61 1.20 0.151
C 1.426238 1.143419 1.626744 -0.44 -0.34 -0.73 -0.476
C 2.162313 0.623722 2.685024 0.07 -0.69 -0.06 -0.654
C 2.396768 -0.766098 2.752769 -0.10 0.19 -0.16 0.455
O 2.925497 -1.300582 3.925400 0.22 -0.18 0.00 -0.393
C 4.315476 -1.501061 4.006575 -0.52 0.63 -0.38 0.428
C 5.018624 -0.676529 4.893289 0.34 -0.10 -0.51 -0.393
C 6.415315 -0.692895 4.824625 -0.34 -0.30 0.23 -0.383
C 7.052940 -1.574952 3.953241 0.21 -0.19 0.05 -0.472
C 6.331723 -2.445230 3.139469 -0.44 -0.06 0.12 -0.582
C 4.934514 -2.418095 3.157042 0.25 0.42 0.19 -0.261
C 2.004372 -1.611931 1.704478 0.06 0.97 0.42 -0.565
C 1.256785 -1.065320 0.658620 -0.05 0.29 0.32 -0.516
C 1.276628 -0.379642 -2.316190 -0.86 0.31 0.76 -0.519
C 1.304802 -0.736048 -3.658228 -0.49 0.49 -0.87 -0.891
H 0.374518 -1.841828 -7.310638 0.12 0.00 0.34 0.237
H 1.820293 -1.782442 -6.239881 -0.36 -0.04 -0.05 0.325
H 0.291630 -2.551545 -5.651909 0.16 0.31 -0.19 0.355
H -0.669852 1.761224 -4.906730 0.28 -0.06 0.38 0.498
H -0.647919 2.414591 -2.514248 -0.07 -0.46 0.01 0.423
H -0.455915 1.810657 -0.223109 2.25 0.32 -0.25 0.391
H 1.251755 2.217677 1.562254 -0.13 -0.28 0.12 0.420
H 2.535992 1.268233 3.484660 -0.15 -0.24 -0.27 0.343
H 4.492539 0.004532 5.569405 0.09 -0.31 -0.39 0.423
H 6.997696 -0.036548 5.476343 -0.17 -0.24 -0.26 0.351
H 8.135808 -1.628522 3.939271 -0.06 0.13 -0.04 0.363
H 6.832013 -3.159228 2.485476 0.01 0.25 0.19 0.359
H 4.339228 -3.051846 2.494723 0.25 0.25 0.30 0.278
H 2.267989 -2.664100 1.752397 -0.24 0.14 -0.09 0.495
H 0.945430 -1.719728 -0.139202 -0.31 -0.15 0.10 0.806
H 1.950508 -0.891560 -1.631178 -0.37 0.00 -0.22 0.773
H 1.875129 -1.604850 -3.997843 -0.05 0.44 0.25 0.322
F -5.221578 4.691261 -4.333307 1.01 -0.98 -0.18 -0.269
C -4.278451 3.722386 -4.577169 0.03 0.54 -0.78 0.871
F -4.720408 3.008138 -5.662088 0.40 0.59 1.07 -0.276
F -3.131659 4.372861 -4.989962 -1.09 -0.40 0.24 -0.257
C -3.962476 2.866204 -3.374267 -0.30 0.25 -0.38 0.163
C -3.544079 1.553879 -3.546483 -0.47 0.21 0.22 -0.819
C -3.137679 0.838296 -2.426443 0.62 -0.26 -0.43 -0.502
C -2.999549 1.422664 -1.158731 0.79 0.32 -0.95 0.433
C -2.031295 0.794345 -0.161865 -2.09 -3.57 0.16 -0.433
S -2.839527 1.064466 1.487117 -0.83 -1.18 1.24 1.499
C -2.692450 -0.450494 2.450354 0.73 -0.61 0.33 -0.177
C -3.779392 -1.261202 2.822461 0.02 0.09 -0.17 -0.249
C -3.557022 -2.385292 3.634076 0.08 0.33 -0.19 -0.553
C -2.265949 -2.695620 4.073443 0.07 0.23 -0.21 -0.537
C -1.189396 -1.881204 3.717903 -0.15 0.17 -0.06 -0.532
C -1.418551 -0.753667 2.927453 0.26 0.04 -0.15 -0.174
O -2.047830 2.082822 2.108036 0.48 0.73 0.28 -0.662
O -4.296829 1.202208 1.498965 1.27 0.35 -1.19 -0.699
C -3.636071 2.666949 -1.000814 0.63 0.82 -0.08 -0.264
C -4.053450 3.421100 -2.103463 -0.12 -0.59 0.19 -1.211
H -3.534222 1.128964 -4.550162 0.00 -0.09 0.38 0.487
H -2.818414 -0.183453 -2.598148 0.24 0.03 0.18 0.349
H -2.114677 -0.308218 -0.254536 -0.35 0.45 -0.10 0.609
H -4.791462 -1.003863 2.497270 0.44 -0.08 0.06 0.430
H -4.401253 -3.017039 3.927992 0.32 0.29 -0.14 0.363
H -2.086521 -3.566598 4.697548 -0.12 0.09 -0.08 0.391
H -0.171349 -2.099866 4.054453 -0.42 0.05 -0.07 0.427
H -0.599663 -0.078126 2.665778 -0.20 -0.33 0.20 0.310
H -3.737053 3.126363 -0.025931 0.24 -0.02 0.01 0.418
H -4.445764 4.432045 -1.997812 0.07 -0.33 0.19 0.442
```
Positions in Å, forces in eV/Å.

Properties
orbital gap	7.59	eV


# 3
One molecule with the formula C4H7NS. Source: the OMol25 dataset; level of theory: ωB97M-V with the def2-TZVPD basis set.

Geometry as XYZ:
```
13
Properties=species:S:1:pos:R:3:forces:R:3:mulliken_charge:R:1
C 1.823777 1.130594 1.201336 -0.98 0.19 -1.97 -0.438
C 1.564885 0.694901 -0.278846 -1.31 1.02 -1.65 0.174
C -1.504264 -0.091752 0.719204 1.57 3.02 -0.45 -1.060
C -0.604927 -0.620267 -0.444400 -1.30 -1.15 3.36 -0.265
N -0.025443 0.478374 -1.065925 5.22 0.03 -2.36 -0.523
S 2.344722 -0.427661 0.890178 -0.33 -0.50 -0.83 0.015
H 0.273881 0.208996 -2.140769 -0.61 0.79 3.52 0.295
H 2.138126 1.118264 -1.173951 -0.44 -0.56 1.82 0.345
H -1.903319 -0.913628 1.181272 -1.83 -1.81 1.20 0.402
H -0.896502 0.395796 1.515756 0.40 -0.56 -0.46 0.230
H -2.172145 0.825193 0.556334 0.34 -1.90 -0.66 0.306
H -1.091326 -1.386471 -0.999506 -1.20 0.27 -1.56 0.416
H 0.052532 -1.412333 0.039313 0.47 1.14 0.06 0.102
```
Positions in Å, forces in eV/Å.

Properties
orbital gap	8.80	eV


# 4
C3H2N2O2 as an isolated structure. Source: the OMol25 dataset; level of theory: ωB97M-V with the def2-TZVPD basis set.

Geometry as XYZ:
```
9
Properties=species:S:1:pos:R:3:forces:R:3:mulliken_charge:R:1
N 0.864275 -1.321341 0.226677 -0.15 0.53 0.20 -0.554
C 0.089252 -0.447350 0.661807 1.12 0.03 -0.33 0.574
O -0.504112 0.639272 0.049442 0.16 0.04 0.11 -0.232
C -0.071491 1.082266 -1.159208 0.36 -0.09 -0.39 0.220
O 0.791413 0.592048 -1.826893 -0.38 0.25 0.25 -0.484
C -1.279973 -1.067838 2.004578 0.03 0.14 1.07 -0.084
N -0.289049 -0.391527 2.077905 -1.00 -0.68 -0.77 -0.164
H 1.171952 -1.112490 -0.719166 -0.17 -0.13 -0.11 0.358
H -0.646398 1.981004 -1.412685 0.03 -0.09 -0.03 0.364
```
Positions in Å, forces in eV/Å.

Properties
orbital gap	11.22	eV


Number 1: LUMO level -1.40 eV, molecular weight 148.430 g mol⁻¹. Number 2: LUMO level -0.52 eV, molecular weight 588.647 g mol⁻¹. Number 3: LUMO level -0.44 eV, molecular weight 101.174 g mol⁻¹. Number 4: LUMO level -0.07 eV, molecular weight 98.061 g mol⁻¹.